1.
The following is a DFT calculation (the ωB97M-V functional and the def2-TZVPD basis) of a molecular structure, C13H52BeN26O17S at a distorted geometry.

Each line ends with the Löwdin charge.
Cartesian coordinates (Å):
Be1 -0.4932 1.0438 0.1653  0.978
S1 1.2645 -0.8903 -1.3989  0.245
O1 2.7177 -1.2160 -1.2665  -0.346
O2 0.6016 -1.1976 -0.1413  -0.370
O3 1.0301 0.5309 -1.5892  -0.362
O4 0.7588 -1.6216 -2.5727  -0.370
C1 2.1467 0.7406 2.2034  -0.747
O5 1.2770 1.4698 1.6936  0.018
N1 2.4375 -0.4338 1.8187  0.212
N2 2.8963 1.0601 3.2260  0.180
H1 1.9438 -0.7509 0.9967  0.052
H2 2.7736 -1.1664 2.4273  0.136
H3 3.4351 0.3104 3.6356  0.118
H4 2.9633 2.0152 3.5473  0.123
C2 -4.1913 2.0240 0.1286  -0.697
O6 -2.9829 2.0825 -0.1082  0.012
N3 -5.1776 1.6342 -0.6992  0.163
N4 -4.6643 2.1896 1.3559  0.170
H5 -4.8635 1.7311 -1.6542  0.121
H6 -6.0530 2.0542 -0.4210  0.111
H7 -3.9775 2.5734 1.9891  0.106
H8 -5.6374 2.1186 1.6172  0.116
C3 2.7341 -4.7028 -0.6702  -0.850
O7 2.9671 -5.8380 -0.4855  0.077
N5 2.9402 -3.9757 -1.7371  0.168
N6 2.5005 -3.9051 0.3093  0.168
H9 3.1241 -4.4103 -2.6301  0.112
H10 2.9112 -2.9690 -1.6605  0.038
H11 2.0571 -3.0254 0.0864  0.055
H12 2.2948 -4.4304 1.1471  0.074
C4 -3.9584 -2.5949 2.4113  -0.744
O8 -4.1732 -3.3297 3.3366  0.049
N7 -3.5238 -2.7965 1.1803  0.179
N8 -4.0792 -1.2455 2.5078  0.134
H13 -3.2433 -1.9788 0.6580  0.051
H14 -3.2633 -3.6963 0.8028  0.124
H15 -3.4455 -0.6714 1.9704  0.059
H16 -4.5874 -0.9768 3.3383  0.101
C5 0.0672 -4.3789 2.6655  -0.822
O9 0.9600 -4.9707 2.2681  0.121
N9 -0.4613 -4.5103 3.8606  0.168
N10 -0.5047 -3.3748 2.0617  0.194
H17 -0.1832 -5.3340 4.3746  0.119
H18 -1.2342 -3.9112 4.1133  0.090
H19 -0.2445 -3.1443 1.1134  0.073
H20 -1.3237 -2.9437 2.4662  0.073
C6 -0.9018 0.6525 -5.1929  -0.870
O10 -1.6205 0.8702 -6.1398  0.030
N11 -0.8440 1.3305 -4.1498  0.186
N12 0.0747 -0.1852 -5.1318  0.173
H21 -0.1824 1.0412 -3.4436  0.074
H22 -1.3471 2.2050 -4.1038  0.137
H23 0.4189 -0.2225 -4.1830  0.057
H24 0.2589 -0.6799 -5.9928  0.132
C7 4.6070 3.5640 0.4743  -0.763
O11 4.5875 4.8112 0.3690  -0.018
N13 5.3398 2.9110 1.3472  0.138
N14 3.9211 2.7035 -0.1612  0.196
H25 5.9139 3.4979 1.9356  0.112
H26 5.4591 1.9126 1.2512  0.108
H27 3.4418 2.9357 -1.0194  0.068
H28 3.8843 1.7532 0.1787  0.111
C8 -1.2109 -0.2034 3.4386  -0.768
O12 -1.3235 -0.0938 2.2639  0.042
N15 -0.3954 -1.0250 4.1235  0.199
N16 -2.0549 0.4411 4.1831  0.175
H29 -0.5759 -1.3490 5.0629  0.116
H30 0.4661 -1.3022 3.6750  0.103
H31 -2.7971 1.0567 3.8829  0.124
H32 -1.9467 0.1764 5.1518  0.119
C9 0.4282 4.2763 -1.0921  -0.751
O13 0.3583 3.0622 -0.9473  0.017
N17 -0.3150 5.0662 -0.4225  0.192
N18 1.3715 4.8377 -1.7658  0.220
H33 -1.0443 4.7089 0.1780  0.101
H34 -0.2853 6.0435 -0.6755  0.123
H35 1.5149 5.8375 -1.7671  0.126
H36 2.1775 4.3176 -2.0820  0.084
C10 3.5864 2.3872 -3.8299  -0.751
O14 3.6357 3.0786 -2.8630  0.037
N19 2.7828 1.3742 -3.8379  0.200
N20 4.2570 2.4674 -4.9674  0.171
H37 2.9314 0.6867 -4.5627  0.119
H38 2.3299 1.1813 -2.9560  0.073
H39 4.9850 3.1598 -5.0701  0.115
H40 4.0552 1.9281 -5.7972  0.112
C11 -2.7406 -1.0503 -1.6366  -0.745
O15 -2.3582 -0.7190 -0.5371  0.004
N21 -4.0131 -1.0026 -1.9112  0.180
N22 -2.0621 -1.3297 -2.7096  0.225
H41 -4.5305 -0.6170 -1.1343  0.092
H42 -4.4203 -1.6270 -2.5927  0.127
H43 -1.0688 -1.1736 -2.6139  0.053
H44 -2.4334 -1.7025 -3.5717  0.140
C12 -0.8745 3.5956 3.1346  -0.782
O16 -1.0185 2.9388 2.1085  0.007
N23 -0.7504 4.8743 3.2105  0.186
N24 -0.6332 3.1041 4.2937  0.175
H45 -0.8674 5.2343 2.2741  0.111
H46 -0.2955 5.1934 4.0539  0.127
H47 -0.7100 3.6848 5.1165  0.122
H48 -0.4197 2.1198 4.3686  0.104
C13 -0.5687 -5.0001 -1.7224  -0.825
O17 -1.1834 -5.8632 -1.1377  0.043
N25 -0.4340 -3.7961 -1.2299  0.152
N26 -0.1578 -4.9316 -2.8842  0.198
H49 0.0918 -2.9844 -1.5212  0.030
H50 -1.1303 -3.5751 -0.5324  0.083
H51 -0.1211 -5.7426 -3.4850  0.135
H52 0.2218 -4.0324 -3.1437  0.110

Values from the calculation:
**ΔE to the lowest compared entry with this formula, charge and spin**: 0.0 kcal/mol
**E_HOMO**: -7.8 eV
**E_tot**: -99117.492 eV

---

2.
The following is a DFT calculation (the ωB97M-V functional and the def2-TZVPD basis) of a molecular structure, C13H52KN26O13 at a distorted geometry.

Each line ends with the Löwdin charge.
Cartesian coordinates (Å):
K1 -0.2207 -0.2597 -0.0859  0.753
C1 -4.1441 2.9882 0.3196  -0.888
O1 -4.5846 3.8411 -0.3806  0.058
N1 -4.6992 2.8238 1.4188  0.177
N2 -3.0818 2.2815 0.1040  0.209
H1 -4.4634 2.0409 2.0117  0.051
H2 -5.6289 3.2174 1.4480  0.139
H3 -2.6356 1.9118 0.9312  0.065
H4 -2.5561 2.6594 -0.6712  0.089
C2 3.6838 1.9220 -2.7729  -0.765
O2 4.3983 1.3999 -1.9008  -0.009
N3 3.9199 1.7313 -4.0320  0.178
N4 2.7152 2.6998 -2.5553  0.221
H5 4.6216 1.0267 -4.2091  0.118
H6 3.0703 1.8159 -4.5715  0.117
H7 2.4529 2.7727 -1.5827  0.097
H8 2.2219 3.0816 -3.3496  0.133
C3 5.9807 -1.3063 -0.0867  -0.804
O3 6.6999 -1.9961 0.5897  0.054
N5 4.6817 -1.3260 -0.0410  0.164
N6 6.3208 -0.3947 -0.9520  0.161
H9 4.3846 -2.2071 0.3532  0.074
H10 4.1352 -0.8953 -0.7731  0.093
H11 7.3019 -0.2829 -1.1642  0.118
H12 5.7340 0.2689 -1.4372  0.041
C4 -1.4915 2.1813 3.5433  -0.752
O4 -1.3648 1.5798 2.4944  -0.010
N7 -2.2892 3.1548 3.8179  0.211
N8 -0.7105 1.8131 4.5564  0.179
H13 -2.8878 3.5973 3.1354  0.118
H14 -2.1129 3.5505 4.7303  0.123
H15 -0.7433 2.2726 5.4552  0.115
H16 -0.2280 0.9283 4.4911  0.051
C5 -4.4802 -0.2821 3.5073  -0.768
O5 -4.5872 0.3699 2.5090  0.021
N9 -4.1823 -1.5021 3.4684  0.202
N10 -4.5789 0.1872 4.7353  0.198
H17 -4.0067 -2.0776 4.2796  0.130
H18 -4.0286 -2.0119 2.6102  0.113
H19 -4.4113 1.1499 4.9907  0.119
H20 -4.4792 -0.5089 5.4603  0.113
C6 0.0940 5.0444 -0.6481  -0.791
O6 -0.3116 6.1377 -0.9926  0.047
N11 0.9419 4.8268 0.2917  0.184
N12 -0.1574 3.9933 -1.3944  0.167
H21 1.6179 4.0783 0.3436  0.082
H22 1.0095 5.4514 1.0825  0.122
H23 -0.1072 3.0130 -1.1567  0.075
H24 -0.7891 4.3028 -2.1192  0.118
C7 -0.4050 -3.0369 -2.1726  -0.766
O7 0.5442 -2.4040 -1.6797  -0.064
N13 -1.2016 -3.8483 -1.6161  0.217
N14 -0.7808 -2.7413 -3.3392  0.205
H25 -1.0981 -4.2933 -0.7154  0.142
H26 -1.9793 -4.2182 -2.1438  0.123
H27 -1.6422 -3.1280 -3.6979  0.127
H28 -0.3548 -1.9587 -3.8146  0.106
C8 3.3310 -3.0480 -3.9618  -0.766
O8 2.4396 -3.8730 -4.3531  -0.027
N15 3.1292 -1.7546 -3.8087  0.164
N16 4.5297 -3.3032 -3.7753  0.190
H29 2.1792 -1.4379 -3.9399  0.101
H30 3.9242 -1.1356 -3.8783  0.088
H31 5.0538 -2.5163 -3.4199  0.117
H32 5.0251 -4.0820 -4.1854  0.146
C9 -4.2780 -1.5057 -0.3250  -0.792
O9 -3.2233 -1.5534 0.2332  0.035
N17 -4.5500 -2.1317 -1.4393  0.168
N18 -5.3206 -0.7917 0.0195  0.187
H33 -5.4246 -2.0699 -1.9407  0.119
H34 -3.7361 -2.5375 -1.8786  0.090
H35 -5.0941 -0.2369 0.8325  0.067
H36 -6.2464 -1.1603 -0.1451  0.124
C10 2.2020 -2.9510 1.0770  -0.818
O10 1.2537 -2.2780 1.1954  0.012
N19 2.5667 -3.3104 -0.1112  0.164
N20 2.8148 -3.5677 2.0688  0.199
H37 3.1757 -4.0922 -0.3062  0.127
H38 1.9675 -3.0769 -0.8901  0.066
H39 3.4133 -4.3008 1.7160  0.118
H40 2.4485 -3.4625 3.0041  0.099
C11 -0.1181 -1.6410 3.8020  -0.731
O11 0.3508 -0.7968 4.6142  -0.015
N21 -1.0494 -1.3715 2.9320  0.191
N22 0.2444 -2.8552 3.7931  0.173
H41 -1.4745 -2.0796 2.3506  0.102
H42 -1.4685 -0.4526 2.9266  0.079
H43 0.8337 -3.2610 4.5060  0.136
H44 -0.2103 -3.4867 3.1493  0.125
C12 2.3713 1.7255 1.4015  -0.747
O12 1.7105 1.6567 0.3678  -0.087
N23 1.8307 2.3060 2.4821  0.195
N24 3.6290 1.5442 1.3892  0.222
H45 2.3592 2.2347 3.3398  0.117
H46 0.8263 2.3945 2.4223  0.081
H47 4.1833 1.8157 2.1887  0.134
H48 4.0418 1.1056 0.5785  0.094
C13 -1.9821 0.8629 -3.3991  -0.744
O13 -1.3521 1.0290 -2.3958  0.002
N25 -1.5983 0.3012 -4.5144  0.168
N26 -3.2875 1.1666 -3.5141  0.176
H49 -2.2808 0.1909 -5.2507  0.119
H50 -0.6438 0.0130 -4.6758  0.111
H51 -3.9013 0.8906 -4.2672  0.112
H52 -3.7018 1.4486 -2.6372  0.106

Values from the calculation:
**ΔE to the lowest compared entry with this formula, charge and spin**: 0.0 kcal/mol
**Total charge**: +1
**E_HOMO**: -10.8 eV
**E_tot**: -96015.570 eV

---

3.
The following is a DFT calculation (the ωB97M-V functional and the def2-TZVPD basis) of 13 unconnected molecules or ions with the total composition C13H52N12O13 at a distorted geometry.

Each line ends with the Mulliken spin population.
Cartesian coordinates (Å):
C1 -4.7891 -0.3704 0.7747  0.000
O1 -4.9452 -1.2343 -0.3247  0.000
H1 -5.6228 0.3291 0.8361  0.000
H2 -4.7881 -0.9620 1.6902  0.000
H3 -3.8079 0.1022 0.7294  0.000
H4 -4.1715 -1.7886 -0.4499  0.000
C2 -2.3777 3.2967 1.4617  0.000
O2 -1.2516 3.9779 1.1236  0.000
H5 -3.2027 3.9191 1.8084  0.000
H6 -2.7698 2.9739 0.4973  0.000
H7 -2.1549 2.4292 2.0830  0.000
H8 -1.0014 4.5088 1.8833  0.000
C3 1.6845 -3.1118 2.0078  -0.002
O3 1.0857 -3.6928 3.1812  0.001
H9 1.0242 -2.9327 1.1592  0.000
H10 2.2361 -2.1820 2.1470  0.002
H11 2.3664 -3.8402 1.5691  0.000
H12 0.5778 -3.0350 3.6618  0.000
C4 -2.2698 -1.2355 -4.3468  0.000
O4 -1.2554 -2.1385 -4.5424  0.000
H13 -3.0845 -1.5840 -3.7120  0.000
H14 -1.9567 -0.3473 -3.7979  0.000
H15 -2.7617 -0.8501 -5.2399  0.000
H16 -1.1941 -2.5739 -3.6890  0.000
C5 -0.5233 0.0655 0.0116  0.003
O5 -0.0600 -0.3604 -1.2859  0.000
H17 -0.8951 -0.7771 0.5946  -0.002
H18 0.2012 0.5630 0.6563  0.000
H19 -1.3964 0.6969 -0.1532  0.000
H20 0.1031 0.4101 -1.8349  0.000
C6 -2.7211 -3.2407 0.6540  0.000
O6 -2.6637 -2.4498 -0.4705  0.000
H21 -3.0150 -4.2748 0.4741  0.000
H22 -1.7950 -3.2405 1.2289  0.000
H23 -3.4011 -2.7650 1.3607  0.000
H24 -1.9809 -2.8168 -1.0367  0.000
C7 -0.9792 2.8655 -2.2715  0.000
O7 -1.6954 2.0611 -3.1371  0.000
H25 -1.6057 3.3359 -1.5137  0.000
H26 -0.2454 2.2877 -1.7096  0.000
H27 -0.4967 3.6638 -2.8354  0.000
H28 -1.3550 1.9173 -4.0231  0.000
C8 4.0537 0.2891 0.0579  0.023
O8 4.9205 -0.0865 0.7945  0.027
N1 2.8450 0.4858 0.3171  0.256
N2 4.2661 0.4288 -1.2212  0.775
H29 2.6121 0.3402 1.2890  -0.056
H30 2.1921 0.7219 -0.4165  0.006
H31 5.1207 0.0945 -1.6431  -0.046
H32 3.5591 0.7560 -1.8640  -0.015
C9 0.1922 -3.9904 -1.9518  0.000
O9 -1.0181 -3.7059 -2.0401  0.000
N3 0.6297 -5.2224 -2.0038  0.000
N4 1.1271 -3.1006 -1.8411  0.000
H33 0.0164 -6.0096 -2.1596  0.000
H34 1.6245 -5.3862 -1.9425  0.000
H35 0.8014 -2.1846 -1.5674  0.001
H36 2.0928 -3.3935 -1.8817  0.000
C10 2.5822 0.5782 3.7868  0.002
O10 2.0257 -0.0812 2.9332  0.000
N5 2.1344 0.9928 4.9701  0.000
N6 3.7674 1.0691 3.6123  0.000
H37 1.2345 0.7496 5.3589  0.000
H38 2.7381 1.7001 5.3644  0.000
H39 4.0937 0.8333 2.6860  0.002
H40 4.1604 1.7434 4.2533  0.000
C11 2.0498 1.0254 -3.8452  -0.001
O11 2.2369 1.4232 -2.6954  0.003
N7 1.1393 0.2065 -4.2350  0.000
N8 2.7774 1.1802 -4.8947  -0.001
H41 0.6792 -0.3020 -3.4935  0.001
H42 1.0942 -0.1334 -5.1850  0.000
H43 2.3804 0.9553 -5.7957  0.000
H44 3.5087 1.8622 -4.7526  0.000
C12 -1.8702 -0.9225 4.1947  0.000
O12 -1.4342 -2.0342 4.5453  0.000
N9 -1.1966 -0.1100 3.4220  0.000
N10 -3.0048 -0.4692 4.5560  0.000
H45 -0.2418 -0.3931 3.2538  0.000
H46 -1.4665 0.8432 3.6186  0.000
H47 -3.5930 -0.8898 5.2612  0.000
H48 -3.1695 0.4144 4.0953  0.000
C13 1.9248 4.0743 0.0865  -0.001
O13 3.1657 4.1932 -0.1874  0.015
N11 1.3914 3.0416 0.6583  0.012
N12 0.9869 4.8961 -0.2597  0.000
H49 0.5007 3.0832 1.1327  -0.003
H50 2.0109 2.3059 0.9666  0.000
H51 1.2862 5.8149 -0.5536  0.000
H52 0.0271 4.7131 -0.0040  0.000

Values from the calculation:
**⟨S²⟩**: 0.76
**ΔE to the lowest compared entry with this formula, charge and spin**: 0.0 kcal/mol
**Total charge**: +1
**E_HOMO (alpha / beta)**: -11.0 / -11.0 eV
**E_tot**: -58814.694 eV
**2S+1**: 2